[1]
The following is a quantum chemistry calculation of C28H81Cu3N3O15P as an isolated structure in a non-equilibrium geometry, from the OMol25 dataset.

Geometry as ORCA input:
```
! RIJCOSX wB97M-V def2-TZVPD def2/J DEFGRID3
* xyz 0 1
Cu -1.67878 -1.37222 -2.69952
Cu -3.48767 0.52650 2.20020
Cu 2.88127 2.20069 1.64188
P -0.25561 0.50840 0.12813
O -0.99851 1.10395 -1.09514
O -0.29520 1.48479 1.39013
O 1.24404 0.12778 -0.18674
O -1.08136 -0.74036 0.38500
C -4.27066 -5.42632 -1.57510
C -3.98428 -4.91251 -0.18913
O -4.27722 -3.49573 -0.02759
H -5.34056 -5.32093 -1.75482
H -3.96167 -6.46747 -1.48215
H -3.65196 -4.88255 -2.28898
H -2.99142 -5.25951 0.09709
H -4.62414 -5.46942 0.49537
H -3.38380 -3.18812 0.14202
C -0.70634 7.76538 1.86239
C -0.42713 6.57854 2.69746
O 0.36071 5.72361 1.90256
H -1.50162 7.60238 1.13502
H 0.13536 8.25651 1.37411
H -1.14015 8.56338 2.46497
H -1.32228 6.04056 3.00950
H 0.04914 6.91270 3.61919
H -0.07301 4.87425 2.01240
C -1.84543 2.25971 8.05370
C -1.04287 1.80325 6.79955
O -1.73366 2.21447 5.65007
H -2.84706 1.84128 8.15236
H -1.96429 3.34267 8.08772
H -1.32277 1.93021 8.95168
H -0.95328 0.71713 6.77887
H -0.03482 2.21764 6.81411
H -1.13383 2.18948 4.90094
C 2.21566 -5.46514 -1.01119
C 2.10613 -5.04394 0.40178
O 2.73459 -3.78627 0.60668
H 1.68696 -6.41045 -1.13351
H 3.22827 -5.69615 -1.34191
H 1.67434 -4.72964 -1.60627
H 2.43107 -5.78587 1.13121
H 1.05211 -4.90159 0.64028
H 2.25817 -3.11930 0.10692
C 1.85430 4.92235 -3.02506
C 0.34509 5.40237 -3.03610
O -0.48191 4.36841 -3.65082
H 2.22243 4.54190 -3.97787
H 2.00701 4.02678 -2.42279
H 2.46692 5.76846 -2.71376
H 0.21738 6.33795 -3.58060
H -0.01101 5.44103 -2.00663
H -0.64776 3.68247 -2.99999
C -5.01794 5.26543 -1.27282
C -4.65333 4.24080 -0.20391
O -4.81174 2.87634 -0.56302
H -4.97310 6.32633 -1.02670
H -6.07850 5.06829 -1.42917
H -4.47941 5.18044 -2.21668
H -5.19944 4.51344 0.69916
H -3.59309 4.36586 0.01598
H -3.99278 2.58186 -0.96821
C 8.15925 0.87314 0.20586
C 6.81362 0.14996 0.28282
O 5.77965 0.87722 -0.34587
H 8.63236 0.85223 -0.77589
H 8.88812 0.55290 0.95037
H 8.00554 1.91523 0.48608
H 6.53686 -0.02355 1.32273
H 6.97312 -0.76667 -0.28504
H 4.96132 0.38179 -0.26542
C -1.69345 -4.04260 6.14257
C -1.80672 -3.88942 4.66338
O -1.00021 -2.80543 4.28555
H -2.35456 -4.81387 6.53775
H -1.64712 -3.11715 6.71658
H -0.70980 -4.47267 6.33116
H -2.84024 -3.62053 4.44508
H -1.45824 -4.70617 4.03127
H -0.93872 -2.62338 3.34498
C -7.17667 -0.05135 -5.42397
C -6.12270 -1.17563 -5.27128
C -5.76290 -1.88633 -6.58190
O -6.83835 -2.50258 -7.29543
C -7.70609 -3.52589 -6.68273
N -4.92497 -0.47047 -4.73086
H -6.88643 0.72789 -6.12870
H -7.43082 0.47928 -4.50640
H -8.07400 -0.50291 -5.84706
H -6.48203 -1.87241 -4.51398
H -4.96662 -2.62090 -6.46168
H -5.41839 -1.21192 -7.36585
H -8.56108 -3.03602 -6.21676
H -7.23925 -4.24872 -6.01364
H -8.02782 -4.04467 -7.58576
H -5.30506 0.03486 -3.94330
H -4.78540 0.26021 -5.41403
C 4.51019 0.81908 6.41230
C 4.36813 -0.66424 5.94527
C 3.72730 -1.58810 7.00019
O 4.69694 -2.00076 7.96398
C 4.12449 -2.84692 8.95559
N 3.56303 -0.63089 4.74750
H 5.01923 1.41717 5.65648
H 5.16101 0.91355 7.28154
H 3.58821 1.35159 6.64579
H 5.39367 -0.99597 5.78309
H 3.27713 -2.46071 6.52690
H 2.87571 -1.13353 7.50641
H 3.50329 -2.33758 9.69234
H 4.95679 -3.31457 9.48159
H 3.59591 -3.64851 8.43966
H 2.59225 -0.72540 5.00975
H 3.66129 -1.50502 4.25117
C 4.14517 -1.70454 -5.02125
C 3.52795 -0.31009 -5.35206
C 3.61719 -0.02042 -6.87818
O 4.91384 -0.10823 -7.35541
C 5.01210 0.32141 -8.70278
N 2.20305 -0.27156 -4.79158
H 4.04463 -1.89261 -3.95231
H 5.19741 -1.73628 -5.30387
H 3.62103 -2.50253 -5.54718
H 4.19413 0.43928 -4.92458
H 3.26319 1.00525 -6.98204
H 2.96827 -0.65476 -7.48201
H 4.44535 -0.39488 -9.29761
H 6.05384 0.24134 -9.01337
H 4.63729 1.32686 -8.89432
H 2.27937 -0.30658 -3.78507
H 1.76982 0.62350 -4.96840
*
```

Output
LUMO energy	-2.19	eV
orbital gap	4.05	eV
ΔE to the lowest compared entry with this formula, charge and spin	375.1	kcal/mol
highest occupied orbital energy	-6.24	eV
energy	-208727.1323	eV

***

[2]
The following is a quantum chemistry calculation of one molecule with the formula C3H5NO in a non-equilibrium geometry, from the OMol25 dataset.

Geometry as ORCA input:
```
! RIJCOSX wB97M-V def2-TZVPD def2/J DEFGRID3
* xyz 0 1
O -1.87956 0.54301 0.38951
C -1.50509 -0.38752 -0.29902
N -0.13854 -0.51658 -0.43952
C 0.85745 -0.29547 0.74790
C 0.82855 0.58936 -0.52206
H -2.12355 -1.21710 -0.86277
H 0.25323 0.12802 1.51130
H 1.51746 -1.12876 0.77373
H 1.77920 0.60752 -0.93703
H 0.41086 1.67751 -0.36204
*
```

Output
LUMO energy	0.87	eV
orbital gap	10.17	eV
ΔE to the lowest compared entry with this formula, charge and spin	65.1	kcal/mol
highest occupied orbital energy	-9.30	eV
energy	-6726.7478	eV

***

[3]
The following is a quantum chemistry calculation of C14H30N3O2PSiV as an isolated structure in a non-equilibrium geometry, from the OMol25 dataset.

Geometry as ORCA input:
```
! RIJCOSX wB97M-V def2-TZVPD def2/J DEFGRID3
* xyz 0 2
V -0.33592 0.29738 0.07966
Si 2.09083 0.54689 -0.36989
P -0.24179 0.62360 -2.13083
N -0.44115 -1.47070 0.23786
H 0.81229 1.19378 0.35552
C -1.98393 0.59433 -2.63049
H -2.04798 0.54940 -3.72005
H -2.49697 1.50355 -2.27342
H -2.49063 -0.26133 -2.20564
C 0.37338 2.09356 -3.04954
H -0.01756 2.05913 -4.08682
H 1.47058 2.10255 -3.06991
H 0.00769 3.01467 -2.55951
C 0.33547 -0.78626 -3.21880
H 0.10521 -0.55903 -4.27784
H -0.18714 -1.72537 -2.93092
H 1.42513 -0.95173 -3.10845
C 2.95898 2.19464 -0.03177
H 2.69802 2.55811 0.97669
H 2.71775 2.96579 -0.77849
H 4.03369 1.93514 -0.08693
H 2.76936 -0.46051 0.49669
H 2.59731 0.13962 -1.70792
C -0.32668 -2.75139 0.01645
C -1.26259 -4.97179 0.01571
C -1.41578 -3.63772 0.27277
C 0.89553 -3.30248 -0.48956
C 0.97774 -4.65679 -0.73608
C -0.09327 -5.51408 -0.49156
H -2.10803 -5.63927 0.22452
H -2.34990 -3.22350 0.68185
H 1.76828 -2.64529 -0.66656
H 1.91227 -5.05571 -1.13113
H -0.01008 -6.56042 -0.69759
C -1.12232 2.45875 0.64556
O -1.91585 1.60385 -0.04499
C -1.70938 2.74302 2.07737
H -1.32975 3.65401 2.60214
H -1.54471 1.90170 2.74319
H -2.87131 2.96835 1.98666
C -0.46956 3.65926 -0.05595
H -1.05471 4.10463 -0.85488
H 0.50703 3.39676 -0.35871
H -0.35159 4.50294 0.70192
N 0.63875 0.79606 4.37552
C -0.09637 -0.12457 3.62513
N -0.69645 -1.03621 4.50223
O -0.28629 -0.20337 2.47139
H 0.79877 0.62159 5.33186
H 1.19072 1.50513 3.84963
H -1.27616 -1.74675 4.02292
H -0.55096 -1.00393 5.47099
*
```

Output
LUMO energy (alpha / beta)	-0.14 / 0.13	eV
orbital gap (alpha / beta)	6.34 / 6.50	eV
highest occupied orbital energy (alpha / beta)	-6.48 / -6.37	eV
energy	-66421.0430	eV
expectation value of S²	1.179

***

[4]
The following is a quantum chemistry calculation of an isolated ion of composition C3H8N and charge +1 in a non-equilibrium geometry, from the OMol25 dataset.

Geometry as ORCA input:
```
! RIJCOSX wB97M-V def2-TZVPD def2/J DEFGRID3
* xyz 1 1
C 1.14601 -0.65230 0.51409
C -0.11812 -0.20950 -0.10009
C -0.41261 1.20342 -0.31217
N -1.21602 -0.98598 -0.20013
H 1.80337 -0.37740 -0.20980
H 1.23553 0.00568 1.38001
H 1.28591 -1.60994 0.89401
H -0.56533 1.95359 0.51297
H -1.25898 1.38918 -0.93405
H 0.53889 1.81500 -0.65068
H -1.05568 -1.99286 -0.03717
H -2.07432 -0.71901 -0.56173
*
```

Output
LUMO energy	-5.13	eV
orbital gap	12.06	eV
ΔE to the lowest compared entry with this formula, charge and spin	3.6	kcal/mol
highest occupied orbital energy	-17.19	eV
energy	-4723.2690	eV

***

- Which of these has the lowest energy?
  C28H81Cu3N3O15P